C43H86O13 | ωB97M-V/def2-TZVPD

Calculated values
Total energy = -72596.43946 eV
Energy above the lowest of the compared OMol25 structures with the same formula, charge and spin = 0.9923 eV

The geometry in ORCA input format:
```
! RIJCOSX wB97M-V def2-TZVPD def2/J DEFGRID3
* xyz 0 1
C -2.85909 -3.56806 -1.43358
O -3.22058 -4.66573 -2.31276
C -4.00510 -5.51413 -1.72464
O -4.42490 -5.50553 -0.59081
O -4.38410 -6.37825 -2.64388
C -4.96730 -7.64087 -2.15968
H -2.00005 -3.93277 -0.81804
H -3.71510 -3.28506 -0.77989
H -2.59279 -2.82176 -2.11701
H -5.95921 -7.41172 -1.74601
H -4.31823 -8.18845 -1.46200
H -5.03776 -8.25896 -3.03416
C -2.49266 -3.69364 1.90051
C -2.11665 -3.53492 3.40880
C -3.35413 -2.99410 4.05349
O -4.15196 -2.43711 2.93503
C -4.01129 -3.44891 1.93057
H -2.33358 -4.69984 1.51387
H -1.85385 -3.01242 1.38069
H -1.28001 -2.82645 3.52492
H -1.86471 -4.51586 3.79685
H -3.14772 -2.14571 4.72302
H -3.97340 -3.67595 4.61855
H -4.46707 -2.97489 1.07342
H -4.48808 -4.40759 2.22730
C 0.33347 1.40480 -5.83468
C -0.26772 0.77692 -4.56181
C -1.03366 1.92101 -4.02123
O -0.21725 3.08624 -4.29819
C 0.34611 2.93304 -5.56667
H -0.23472 1.15955 -6.72024
H 1.33083 1.03051 -6.04478
H 0.47418 0.60618 -3.81653
H -0.81942 -0.13947 -4.62155
H -1.32949 1.91546 -3.00242
H -1.96446 2.09736 -4.56817
H 1.33280 3.44965 -5.49819
H -0.27843 3.55357 -6.27482
C -0.33602 2.02921 5.45572
C 1.19406 1.52564 5.45194
C 1.04632 0.04009 5.23734
O -0.19246 -0.31280 5.79610
C -1.16971 0.76999 5.74502
H -0.56332 2.45567 4.47754
H -0.38137 2.81387 6.24441
H 1.69754 1.79336 6.41751
H 1.69811 2.17502 4.70443
H 1.79331 -0.57154 5.75968
H 1.03341 -0.28464 4.18604
H -1.69635 0.77627 6.68548
H -1.83262 0.43233 4.92142
C 2.22897 -5.67071 -1.31164
C 0.67047 -5.48632 -1.48820
C 0.55380 -4.42039 -2.56073
O 1.86360 -3.69024 -2.64786
C 2.75020 -4.26838 -1.69529
H 2.64148 -6.39722 -2.05341
H 2.37323 -6.10327 -0.34842
H 0.30543 -5.14507 -0.54099
H 0.13213 -6.41573 -1.67471
H -0.22947 -3.68618 -2.44997
H 0.52129 -4.85244 -3.56183
H 2.89960 -3.54725 -0.87475
H 3.74860 -4.28923 -2.17877
C -2.29670 3.95182 1.85174
C -1.06521 4.72735 2.32910
C -1.47373 5.23853 3.72187
O -2.79741 4.77759 3.90148
C -3.02032 3.65557 3.11388
H -1.98390 3.13507 1.24873
H -2.89943 4.47332 1.15004
H -0.92092 5.57442 1.65437
H -0.21289 4.06944 2.33373
H -1.51063 6.28229 3.76018
H -0.79241 4.91942 4.56789
H -4.10709 3.54036 2.90311
H -2.64776 2.72995 3.60863
C 3.49552 -0.57520 -3.60657
C 4.09406 0.77446 -3.91286
C 4.92182 1.05305 -2.68709
O 4.28075 0.27468 -1.64572
C 3.96508 -0.93063 -2.23513
H 3.85750 -1.28827 -4.35974
H 2.45106 -0.53620 -3.67283
H 3.33374 1.58507 -4.05851
H 4.59663 0.68192 -4.90773
H 4.88125 2.07671 -2.34630
H 5.92729 0.66699 -2.80503
H 3.38270 -1.50285 -1.50225
H 4.85791 -1.61275 -2.40520
C 1.19387 0.55242 0.43748
C 0.13957 0.35687 -0.72208
C 0.21502 -1.24617 -0.84033
O 0.41927 -1.72367 0.48325
C 1.00712 -0.66446 1.31831
H 1.03642 1.49832 0.96243
H 2.17237 0.45561 -0.07236
H 0.33582 0.95147 -1.62093
H -0.90261 0.59884 -0.34083
H 0.98126 -1.44636 -1.56246
H -0.76523 -1.64663 -1.12838
H 2.03105 -1.00878 1.70188
H 0.41071 -0.57821 2.22870
C -4.93713 1.14518 0.49257
C -5.43351 0.61818 -0.84512
C -4.19168 -0.05170 -1.38362
O -3.49690 -0.65406 -0.30638
C -3.64995 0.25241 0.80103
H -5.65524 1.12235 1.32726
H -4.62906 2.24738 0.28771
H -5.86843 1.42110 -1.48869
H -6.24495 -0.09751 -0.60780
H -3.57613 0.73444 -1.87606
H -4.47535 -0.81581 -2.08473
H -2.78992 0.87701 0.91825
H -3.81907 -0.30559 1.70755
C 5.33666 0.94751 3.13974
C 5.26577 1.36810 1.65856
C 4.21645 2.45101 1.75284
O 3.27889 1.97591 2.75268
C 3.89577 0.97435 3.55566
H 5.81326 1.70019 3.77681
H 5.82272 -0.01419 3.23614
H 4.98777 0.47567 1.08345
H 6.18403 1.77553 1.25056
H 3.65299 2.50624 0.83509
H 4.64204 3.43662 1.97097
H 3.39609 -0.01403 3.26697
H 3.74354 1.13727 4.58745
C 2.41558 5.58989 -2.19816
C 3.21237 4.28878 -2.37302
C 2.23179 3.24834 -1.87385
O 1.42089 3.92382 -0.88633
C 1.08826 5.11811 -1.54109
H 2.31477 6.18330 -3.10104
H 3.00624 6.21175 -1.51499
H 4.08027 4.37721 -1.66469
H 3.62038 4.13117 -3.35708
H 2.56124 2.29833 -1.35307
H 1.58031 2.96730 -2.71056
H 0.63223 5.83252 -0.86463
H 0.37231 4.84837 -2.34629
*
```

Here are the Mulliken charges for atoms 1 to 5, given in e: number 1, C, carries 0.29; number 2, O, carries -0.48; number 3, C, carries 0.72; number 4, O, carries -0.53; number 5, O, carries -0.39